{
  "formula": "C3H3N3OS",
  "method": "wB97M-V/def2-TZVPD",
  "symbols": ["C", "C", "C", "H", "H", "H", "N", "N", "N", "O", "S"],
  "xyz": [[-1.472, 0.604, 1.560], [0.925, -0.979, -1.764], [1.067, 0.338, -0.099], [-2.457, 0.592, 2.041], [-0.700, 1.219, 1.974], [1.097, -1.590, -2.666], [-1.360, -0.138, 0.512], [-0.209, -0.195, -0.149], [1.756, -0.211, -1.177], [-0.294, -1.048, -1.242], [1.645, 1.408, 1.010]],
  "forces_ev_per_a": [[-0.6378, -0.6725, -0.6500], [0.2364, -0.4095, -0.7775], [-0.2644, 0.1798, 0.3301], [0.3715, -0.1140, -0.3214], [0.4163, 0.1534, 0.0225], [-0.1555, 0.4198, 0.6592], [-0.4663, 0.6430, 1.1295], [0.7667, 0.2148, -0.1319], [0.1306, 0.0100, 0.0102], [-0.2606, -0.2060, -0.0694], [-0.1369, -0.2188, -0.2012]],
  "relative_energy_kj_mol": 387.6,
  "gap_ev": 8.6,
  "fmax_ha_per_bohr": 0.02685,
  "total_charge": 0
}